(1)
{"formula": "C35H42N4O14S", "method": "ωB97M-V/def2-TZVPD", "elements": ["C", "C", "O", "C", "C", "O", "C", "C", "O", "C", "S", "C", "C", "C", "O", "C", "O", "O", "H", "H", "H", "H", "H", "H", "H", "H", "H", "H", "H", "H", "H", "H", "H", "H", "H", "H", "H", "H", "H", "H", "C", "C", "C", "C", "C", "C", "N", "O", "O", "H", "H", "H", "H", "H", "C", "C", "C", "C", "C", "C", "N", "O", "O", "H", "H", "H", "H", "H", "C", "C", "C", "C", "C", "C", "N", "O", "O", "H", "H", "H", "H", "H", "C", "C", "C", "C", "C", "C", "N", "O", "O", "H", "H", "H", "H", "H"], "positions_angstrom": [[2.3244, 4.5170, 2.2928], [1.0008, 4.3212, 1.6031], [1.1916, 4.3490, 0.1919], [0.1863, 4.9994, -0.5479], [-1.0389, 4.1483, -0.7351], [-0.6887, 3.0956, -1.6127], [-1.2775, 1.8497, -1.3051], [-0.7489, 1.2494, -0.0215], [0.4417, 0.4940, -0.1860], [1.4214, 1.1911, -0.8931], [3.0139, 0.5704, -0.3319], [4.1247, 0.9787, -1.6729], [3.6948, 2.1046, -2.6034], [4.7555, 2.2564, -3.6800], [3.4817, 3.3001, -1.8908], [3.6112, 1.7444, 1.1196], [2.9611, 1.5404, 2.1169], [4.5794, 2.4186, 0.7710], [2.5616, 5.5670, 2.4102], [3.1005, 4.0421, 1.7094], [2.2893, 4.0547, 3.2710], [0.2769, 5.0847, 1.8852], [0.5914, 3.3542, 1.8977], [0.6090, 5.1473, -1.5366], [-0.0665, 5.9767, -0.1383], [-1.4148, 3.7862, 0.2146], [-1.8275, 4.7712, -1.1581], [-2.3652, 1.8907, -1.2971], [-1.0032, 1.1839, -2.1179], [-1.4902, 0.5614, 0.3672], [-0.5877, 2.0055, 0.7425], [1.3893, 2.2722, -0.7668], [1.3554, 0.9815, -1.9567], [4.2860, 0.0875, -2.2674], [5.0515, 1.2491, -1.1830], [2.7624, 1.8760, -3.1084], [4.9595, 1.2943, -4.1351], [4.3606, 2.8852, -4.4690], [5.6650, 2.6851, -3.2774], [4.2524, 3.8668, -1.9518], [0.7384, -0.3953, 3.0232], [1.4819, -0.4873, 4.1930], [0.9665, -1.1417, 5.3014], [-0.2966, -1.6957, 5.2142], [-1.0563, -1.6035, 4.0666], [-0.5339, -0.9518, 2.9645], [-0.8557, -2.4165, 6.3667], [-0.1928, -2.4758, 7.3794], [-1.9572, -2.9226, 6.2378], [1.1580, 0.1077, 2.1695], [2.4681, -0.0479, 4.2298], [1.5386, -1.2217, 6.2131], [-2.0400, -2.0357, 4.0327], [-1.1211, -0.8830, 2.0596], [-4.0851, -6.8548, 3.7724], [-4.0785, -7.2015, 2.4273], [-3.7100, -6.2708, 1.4703], [-3.3526, -5.0023, 1.8845], [-3.3585, -4.6358, 3.2163], [-3.7276, -5.5726, 4.1663], [-2.9371, -4.0174, 0.8694], [-2.9490, -4.3668, -0.2907], [-2.5987, -2.9130, 1.2504], [-4.3667, -7.5875, 4.5163], [-4.3568, -8.2003, 2.1225], [-3.6986, -6.5291, 0.4227], [-3.0742, -3.6415, 3.5151], [-3.7284, -5.2996, 5.2122], [4.2993, -2.1397, -8.5448], [5.0563, -3.1628, -7.9898], [5.2345, -3.2305, -6.6184], [4.6435, -2.2653, -5.8267], [3.8895, -1.2360, -6.3570], [3.7196, -1.1766, -7.7297], [4.8177, -2.3439, -4.3676], [5.4949, -3.2408, -3.9240], [4.2670, -1.4944, -3.6874], [4.1593, -2.0934, -9.6160], [5.5076, -3.9110, -8.6256], [5.8211, -4.0202, -6.1749], [3.4404, -0.4954, -5.7134], [3.1319, -0.3800, -8.1630], [-6.3941, -0.4079, 2.0844], [-5.0386, -0.1194, 2.0029], [-4.6179, 1.1019, 1.5066], [-5.5698, 2.0141, 1.0959], [-6.9233, 1.7476, 1.1634], [-7.3338, 0.5235, 1.6640], [-5.1293, 3.3150, 0.5649], [-3.9322, 3.5188, 0.4799], [-5.9836, 4.1019, 0.2230], [-6.7189, -1.3621, 2.4774], [-4.3078, -0.8445, 2.3243], [-3.5671, 1.3375, 1.4403], [-7.6435, 2.4793, 0.8309], [-8.3887, 0.2967, 1.7252]], "spin_multiplicity": 1, "e_tot_ha": -3029.04022, "de_lowest_kj_mol": 0.0, "charge": 0, "homo_ev": -9.19, "lumo_energy_ev": -0.88}



(2)
{"formula": "C35H43AlGe2NO7Si", "method": "ωB97M-V/def2-TZVPD", "elements": ["Al", "O", "C", "O", "C", "C", "C", "C", "C", "N", "C", "O", "O", "H", "H", "H", "H", "C", "Ge", "C", "C", "Ge", "C", "C", "C", "C", "C", "C", "C", "C", "C", "C", "C", "C", "H", "H", "H", "H", "H", "H", "H", "H", "H", "H", "H", "H", "H", "H", "H", "H", "H", "H", "H", "C", "Si", "C", "C", "O", "H", "H", "H", "H", "H", "H", "H", "H", "H", "C", "C", "C", "C", "C", "C", "C", "C", "C", "C", "O", "O", "H", "H", "H", "H", "H", "H", "H", "H", "H", "H", "H"], "positions_angstrom": [[-1.3052, -18.5002, -10.4014], [-1.9332, -17.7074, -14.2344], [-1.5373, -18.2095, -13.0717], [-1.5256, -17.5401, -11.9866], [-1.0440, -19.5252, -12.9507], [-0.7804, -20.5228, -13.9798], [-0.0900, -21.6613, -13.5877], [0.2177, -21.9572, -12.2055], [-0.1525, -20.9974, -11.3240], [-0.7278, -19.8351, -11.6903], [-0.0795, -20.9447, -9.7797], [0.4272, -21.8014, -9.1075], [-0.6917, -19.8461, -9.3149], [-2.2469, -16.7696, -13.9817], [-0.8560, -20.2690, -15.0080], [0.1525, -22.3572, -14.4182], [0.6866, -22.8411, -11.7532], [-0.5433, -12.6147, -11.8295], [-1.1496, -14.3856, -11.3816], [-1.9628, -14.2296, -9.5736], [-2.6854, -14.8487, -12.4470], [0.6879, -16.0306, -11.2073], [2.4726, -15.2706, -10.6929], [2.4727, -13.9637, -10.2148], [3.6913, -13.2708, -10.0070], [4.8829, -13.9182, -10.1132], [4.9543, -15.2647, -10.4746], [3.7211, -15.8753, -10.8076], [1.3405, -17.1203, -12.6314], [1.3169, -16.6560, -14.0064], [1.8427, -17.4617, -15.0049], [2.3793, -18.6996, -14.6391], [2.2337, -19.1841, -13.3623], [1.7459, -18.4270, -12.3254], [-1.2240, -12.1847, -12.5418], [0.4893, -12.6143, -12.1759], [-0.6517, -11.9302, -10.9510], [-2.9290, -13.7199, -9.7864], [-1.4378, -13.6920, -8.8189], [-2.1633, -15.1959, -9.1626], [-3.4198, -14.0295, -12.4089], [-3.1422, -15.7058, -11.9436], [-2.5426, -14.9954, -13.5123], [1.4835, -13.4530, -10.1052], [3.5207, -12.1899, -9.7161], [5.7935, -13.4264, -9.8254], [5.8293, -15.7788, -10.5643], [3.7928, -16.9472, -11.1140], [1.1019, -15.6248, -14.2069], [1.9783, -17.0673, -16.0365], [2.8809, -19.2181, -15.3810], [2.5641, -20.2237, -13.1631], [1.7292, -18.8279, -11.2583], [-0.5123, -17.5428, -7.1702], [0.8331, -17.4677, -8.3309], [1.5864, -15.8188, -7.7344], [2.2473, -18.6468, -8.4458], [0.0576, -17.1794, -9.8792], [-0.2649, -18.0231, -6.2007], [-1.3561, -18.0622, -7.5625], [-0.7796, -16.4562, -7.0438], [1.7785, -15.7681, -6.6851], [0.8379, -15.0401, -8.0284], [2.4919, -15.4463, -8.2055], [2.5698, -18.7239, -7.4339], [3.0933, -18.2179, -9.0580], [2.1351, -19.6036, -8.7953], [-8.8786, -17.0618, -7.9623], [-7.5425, -17.4895, -8.3706], [-6.4432, -17.5092, -7.5065], [-5.1784, -17.8391, -7.9274], [-4.0178, -17.7073, -6.9789], [-4.9314, -18.1673, -9.2736], [-5.9548, -18.2495, -10.1482], [-5.7094, -18.6505, -11.6014], [-7.2524, -17.8641, -9.7097], [-3.6087, -18.4171, -9.7230], [-3.2346, -19.2926, -10.5488], [-2.6701, -17.6148, -9.3575], [-8.8290, -15.9567, -7.6750], [-9.1357, -17.4576, -6.9837], [-9.7094, -17.3240, -8.5514], [-6.5823, -17.3001, -6.4204], [-4.3581, -17.5505, -5.9705], [-3.4137, -16.8277, -7.1312], [-3.3798, -18.6130, -6.9015], [-5.5478, -19.7484, -11.6743], [-4.8561, -18.2065, -12.0250], [-6.6240, -18.5363, -12.1730], [-8.0741, -17.9560, -10.4627]], "spin_multiplicity": 2, "e_tot_ha": -6626.99715, "de_lowest_kj_mol": 197.9, "s_squared": 0.7641, "charge": 0, "homo_ev": [-6.16, -8.90], "lumo_energy_ev": [0.48, 0.01]}



(3)
{"formula": "C35H43BrF33IN2O8P", "method": "ωB97M-V/def2-TZVPD", "elements": ["C", "C", "C", "C", "C", "P", "O", "O", "O", "C", "I", "C", "C", "O", "N", "Br", "C", "C", "N", "C", "C", "C", "C", "C", "F", "H", "H", "H", "H", "H", "H", "H", "H", "H", "H", "H", "H", "H", "H", "H", "H", "H", "H", "H", "H", "H", "H", "H", "H", "H", "H", "H", "C", "C", "C", "F", "F", "F", "F", "O", "C", "C", "F", "F", "F", "F", "H", "H", "H", "H", "C", "C", "C", "F", "F", "F", "F", "O", "C", "C", "F", "F", "F", "F", "H", "H", "H", "H", "C", "C", "C", "F", "F", "F", "F", "O", "C", "C", "F", "F", "F", "F", "H", "H", "H", "H", "C", "C", "C", "F", "F", "F", "F", "O", "C", "C", "F", "F", "F", "F", "H", "H", "H", "H"], "positions_angstrom": [[-4.5151, 0.7884, 0.0787], [-4.1697, -0.2344, -0.4746], [-3.7383, -1.6345, -0.9472], [-2.2358, -2.0632, -0.8203], [-1.5675, -2.3984, 0.6341], [-2.5946, -2.2817, 2.1811], [-1.9022, -2.6886, 3.4430], [-3.8308, -3.4403, 1.9610], [-3.4026, -0.8660, 2.4575], [-0.0229, -1.8878, 0.6147], [-0.2192, -0.0744, 1.8734], [1.0655, -2.8707, 1.2879], [1.4332, -2.5731, 2.7990], [2.5394, -1.6335, 2.9477], [0.1643, -1.6430, -0.8944], [0.5221, -3.4732, -1.4778], [1.4241, -0.8561, -1.1923], [2.6769, -1.6183, -1.8016], [3.7139, -0.5175, -1.9201], [-1.0918, -1.3321, -1.7086], [-1.1765, -1.9870, -3.1908], [-1.4336, 0.1578, -2.1401], [-1.3226, 1.3388, -1.1357], [-2.0630, 2.5931, -1.8329], [-0.0100, 1.8212, -0.8500], [-4.6158, 1.7447, 0.6569], [-4.0297, -1.7284, -2.0465], [-4.3718, -2.4218, -0.4205], [-2.3121, -3.1297, -1.2223], [-1.4170, -3.5361, 0.6165], [-3.3524, -4.2458, 1.6624], [-4.3706, -1.0457, 2.4508], [2.0768, -2.7888, 0.7695], [0.6941, -3.9471, 1.3071], [0.5786, -2.3897, 3.5018], [1.8927, -3.5552, 3.1693], [2.1464, -0.9312, 3.5105], [1.8483, -0.3300, -0.2748], [1.2570, -0.0037, -1.9287], [2.5517, -1.9627, -2.8746], [3.1727, -2.3705, -1.1316], [3.8250, -0.2557, -2.9071], [4.6011, -0.8673, -1.5547], [-0.1848, -1.9232, -3.7430], [-1.8631, -1.3520, -3.8442], [-1.6511, -2.9998, -3.2111], [-2.4995, 0.1802, -2.5350], [-0.7905, 0.4036, -3.0506], [-1.8946, 1.2204, -0.1617], [-2.1698, 3.4664, -1.1360], [-3.0111, 2.2895, -2.3595], [-1.3403, 2.9235, -2.6535], [-6.9337, 6.5641, -0.2163], [-8.4297, 6.4052, -0.5534], [-9.1491, 5.2286, 0.1066], [-8.6078, 4.0350, -0.2118], [-10.4414, 5.1841, -0.3013], [-8.5740, 6.3751, -1.8985], [-9.0498, 7.5467, -0.1377], [-5.9868, 6.0196, -1.1440], [-5.7016, 4.6495, -1.0501], [-6.1916, 3.8535, -2.2626], [-7.5096, 4.0247, -2.4766], [-5.9931, 2.5240, -2.0695], [-6.1737, 4.1760, 0.1220], [-4.3516, 4.5551, -0.9739], [-6.7335, 7.6377, -0.2458], [-6.7081, 6.2691, 0.8105], [-9.1499, 5.3291, 1.1960], [-5.6595, 4.1569, -3.1672], [5.2818, 2.0504, 1.4632], [4.7596, 2.5906, 0.1165], [5.5095, 2.1278, -1.1345], [6.8117, 2.4686, -1.1244], [4.9749, 2.7007, -2.2446], [4.7016, 3.9402, 0.1801], [3.4650, 2.1667, -0.0024], [6.1713, 2.8853, 2.2094], [7.5322, 2.8635, 1.8529], [8.0133, 4.1894, 1.2575], [7.2730, 4.5597, 0.1919], [9.2930, 4.0789, 0.8279], [7.7656, 1.8071, 1.0486], [8.2104, 2.6202, 2.9962], [4.4051, 1.9666, 2.1106], [5.6622, 1.0299, 1.3792], [5.4377, 1.0464, -1.2589], [7.9629, 4.9896, 1.9992], [1.8508, -6.1474, -7.1469], [1.7652, -7.6311, -6.7374], [0.4020, -8.3016, -6.9093], [-0.5725, -7.7021, -6.1945], [0.4575, -9.5859, -6.4797], [2.2186, -7.7611, -5.4674], [2.6529, -8.3064, -7.5205], [1.7166, -5.1676, -6.1077], [0.4180, -4.8212, -5.7089], [0.0984, -5.2658, -4.2790], [0.2831, -6.5870, -4.1077], [-1.2014, -5.0124, -3.9768], [-0.4658, -5.2797, -6.6118], [0.3558, -3.4675, -5.7753], [2.8695, -5.9966, -7.5118], [1.2138, -5.9174, -8.0031], [0.1010, -8.3175, -7.9608], [0.7341, -4.7396, -3.5560], [2.7388, 3.0315, 7.7239], [2.5571, 2.0634, 8.9099], [3.3086, 0.7350, 8.8184], [2.9600, 0.0064, 7.7380], [3.0335, -0.0317, 9.9023], [1.2337, 1.8643, 9.1131], [3.0109, 2.7124, 10.0201], [1.7309, 3.0231, 6.7047], [1.8231, 2.0374, 5.7122], [0.6813, 1.0202, 5.7778], [0.5963, 0.4342, 6.9839], [0.8799, 0.0230, 4.8686], [3.0420, 1.4651, 5.7598], [1.7624, 2.6931, 4.5281], [2.6685, 4.0369, 8.1458], [3.7431, 2.9799, 7.2986], [4.3903, 0.8959, 8.7935], [-0.2789, 1.4962, 5.5669]], "spin_multiplicity": 1, "e_tot_ha": -8579.11537, "charge": 1, "homo_ev": -12.38, "lumo_energy_ev": -5.01}



(4)
{"formula": "C35H43BrN5ORbSb2", "method": "ωB97M-V/def2-TZVPD", "elements": ["Rb", "Br", "C", "C", "C", "C", "O", "C", "C", "N", "C", "C", "C", "C", "C", "C", "C", "C", "N", "C", "C", "H", "H", "H", "H", "H", "H", "H", "H", "H", "H", "C", "Sb", "C", "C", "C", "C", "C", "C", "C", "C", "C", "Sb", "C", "C", "H", "H", "H", "H", "H", "H", "H", "H", "H", "H", "H", "H", "H", "H", "H", "H", "H", "H", "H", "H", "C", "C", "N", "C", "N", "C", "C", "C", "N", "C", "H", "H", "H", "H", "H", "H", "H", "H", "H", "H", "H", "H", "H"], "positions_angstrom": [[2.1898, -0.4445, 1.6906], [-0.7404, -1.7006, 8.8454], [-0.5445, -1.8909, 6.9448], [-1.6059, -1.5063, 6.1343], [-1.3815, -1.4300, 4.7497], [-0.1207, -1.6818, 4.1202], [0.0860, -1.4648, 2.8866], [0.9426, -2.2228, 5.0027], [2.1748, -2.8028, 4.5528], [2.7133, -2.7924, 3.3845], [3.4156, -3.9101, 2.9270], [3.3297, -5.1970, 3.4805], [3.9154, -6.2705, 2.8935], [4.5916, -6.1756, 1.6648], [4.8097, -4.8963, 1.0833], [5.6019, -4.7095, -0.0136], [5.6942, -3.4442, -0.6110], [5.0450, -2.3960, 0.0535], [4.2124, -2.5328, 1.0837], [4.1335, -3.7643, 1.6813], [0.7017, -2.2585, 6.3863], [-2.5436, -1.1341, 6.5817], [-2.1870, -1.2013, 4.0257], [2.6403, -3.3921, 5.3862], [2.9120, -5.3558, 4.4226], [3.7638, -7.2513, 3.2809], [4.8522, -7.0765, 1.0810], [6.0819, -5.5670, -0.4663], [6.2449, -3.2878, -1.5344], [5.1730, -1.3999, -0.3864], [1.4726, -2.5360, 7.0533], [-1.7872, 3.0197, -2.4374], [-3.1309, 1.6396, -3.3383], [-3.0751, 2.6242, -5.2390], [-5.1608, 2.7003, -2.7906], [-5.1492, 3.8267, -1.7724], [-4.8680, 5.1552, -2.2908], [-4.7710, 6.2582, -1.4336], [-4.9024, 6.0519, -0.0760], [-5.2225, 4.7829, 0.4114], [-5.2699, 3.6240, -0.3971], [-5.3056, 2.2968, 0.2950], [-3.2769, 1.6494, 0.9512], [-3.6474, 1.8833, 3.1274], [-3.3837, -0.5113, 1.2339], [-1.8550, 3.0207, -1.3420], [-2.0234, 4.0485, -2.6977], [-0.7846, 2.8192, -2.7629], [-2.5790, 3.5849, -5.1595], [-4.1006, 2.7564, -5.5503], [-2.6625, 1.9647, -6.0006], [-5.7713, 1.9233, -2.3573], [-5.5752, 3.0722, -3.7565], [-4.8173, 5.2822, -3.3780], [-4.5263, 7.2012, -1.8470], [-4.9189, 6.8991, 0.6640], [-5.5633, 4.6907, 1.4584], [-5.7405, 1.4749, -0.3323], [-5.9701, 2.3653, 1.1721], [-4.5225, 1.3530, 3.4549], [-3.8224, 2.9407, 3.1651], [-2.7898, 1.5298, 3.6774], [-3.9014, -1.0053, 0.4022], [-3.9050, -0.6977, 2.2026], [-2.3296, -0.7603, 1.2658], [3.4726, 2.3023, -3.5774], [2.7420, 2.5588, -2.2664], [2.4779, 1.3518, -1.4883], [2.3039, 0.1168, -2.0479], [1.9425, -0.8475, -1.2193], [1.7465, -2.1996, -1.7698], [2.7495, -2.4484, -2.8917], [2.5123, -1.3836, -3.9737], [2.5894, -0.0398, -3.3782], [2.7946, 1.1308, -4.3175], [4.5224, 2.1481, -3.3532], [3.3783, 3.2827, -4.0628], [1.8550, 3.1561, -2.4080], [3.4501, 3.2182, -1.7388], [1.9912, 1.4460, -0.5956], [0.7145, -2.3472, -2.0093], [1.9525, -2.7514, -0.9309], [2.6673, -3.4599, -3.3022], [3.7947, -2.3774, -2.4471], [1.5460, -1.5921, -4.4567], [3.2263, -1.4251, -4.8205], [1.7807, 1.4964, -4.6170], [3.3248, 0.8934, -5.2354]], "spin_multiplicity": 1, "e_tot_ha": -4787.01440, "charge": 0, "homo_ev": -6.59, "lumo_energy_ev": -0.19}